DFT (wB97M-V/def2-TZVPD) results for 2 unconnected molecules or ions with the total composition C14H14N2O5 in a non-equilibrium geometry.

CARTESIAN COORDINATES (ANGSTROEM)
C 3.767 -0.176 0.867
C 4.648 0.920 0.182
O 5.772 0.620 -0.125
O 4.161 2.207 -0.125
C 2.962 2.068 -0.972
C 1.727 2.181 -0.016
C 1.817 3.188 1.068
C 0.756 3.369 2.054
C -0.433 2.495 1.922
C -0.542 1.518 0.836
C 0.545 1.339 -0.178
C 0.338 0.297 -1.291
O 1.165 -0.076 -2.099
C -1.072 -0.389 -1.378
C -2.050 -0.245 -0.424
C -1.839 0.665 0.822
O -2.620 0.688 1.751
H 4.307 -1.144 1.009
H 2.853 -0.419 0.246
H 3.357 0.146 1.869
H 3.070 1.089 -1.492
H 2.964 2.962 -1.642
H 2.731 3.821 1.173
H 0.861 4.117 2.875
H -1.250 2.616 2.676
H -1.282 -1.040 -2.267
H -3.018 -0.795 -0.554
N -5.084 -4.523 -1.423
C -4.020 -3.698 -1.222
N -3.496 -3.732 0.031
O -3.570 -2.980 -2.097
H -5.469 -5.120 -0.716
H -5.497 -4.522 -2.339
H -2.706 -3.137 0.212
H -3.852 -4.311 0.769

Forces on the atoms, in the same order (eV/Å):
C -1.4 0.3 0.2
C 0.7 -1.0 -0.1
O -0.6 0.8 0.3
O -0.3 -1.7 -0.2
C -0.1 0.4 1.4
C -1.0 0.0 0.6
C -1.7 -0.9 0.3
C -0.2 -2.3 -2.4
C 1.7 0.3 -1.1
C 1.1 1.1 0.5
C -0.4 1.6 2.0
C -1.4 -0.7 0.2
O -0.1 0.7 0.7
C -0.7 0.6 1.2
C 1.1 0.3 -0.5
C 0.7 -0.4 -0.9
O 0.4 0.0 -0.8
H 0.0 1.2 -0.3
H 1.0 0.4 0.5
H 0.5 -0.1 -1.0
H -0.7 1.1 0.0
H 0.1 -1.0 0.3
H -0.9 -0.8 -0.3
H -0.2 -0.8 -0.9
H 0.7 -0.4 -1.0
H 0.5 0.7 1.0
H 0.9 0.7 0.3
N -0.3 -0.2 -0.3
C 0.0 0.0 -0.1
N 0.3 0.1 0.4
O 0.1 0.2 -0.1
H 0.0 0.0 0.0
H 0.0 0.0 0.1
H -0.1 -0.1 0.0
H 0.0 0.0 0.0

The SMILES is CC(=O)OCc1cccc2c1C(=O)C=CC2=O.NC(N)=O. For the relative energy (zero: lowest compared OMol25 entry of this formula, charge and spin), the calculation gives 2.1324 eV. The HOMO energy is -9.6 eV. The multiplicity is 1. The net charge is 0. The LUMO energy comes out at -1.31 eV.